No. 1
88
Properties=species:S:1:pos:R:3:lowdin_charge:R:1 method="wB97M-V/def2-TZVPD" lumo_ha="-0.27474 / -0.27472" homo_energy_ev="-14.02 / -14.02" de_lowest_ev=0.587 total_charge=+2 energy_ev=-140147.8231
Pt -0.092 0.698 -0.100 0.497
C -2.951 -1.699 -0.678 -0.329
C -3.859 -0.889 0.243 -0.333
C -3.978 0.603 -0.043 -0.317
Sb -2.351 1.912 0.432 1.600
C -2.224 3.323 -1.123 -0.397
C -2.002 4.683 -0.952 -0.114
C -1.851 5.480 -2.078 -0.047
C -1.946 4.923 -3.346 -0.042
C -2.199 3.567 -3.502 -0.051
C -2.354 2.757 -2.386 -0.149
C -2.499 1.957 2.555 -0.355
C -3.790 1.828 3.070 -0.122
C -3.986 1.713 4.439 -0.047
C -2.898 1.745 5.298 -0.043
C -1.615 1.883 4.786 -0.053
C -1.409 1.999 3.419 -0.138
Sb -0.930 -1.744 -0.065 1.483
C -0.867 -2.474 1.895 -0.349
C -0.571 -3.822 2.087 -0.103
C -0.603 -4.342 3.374 -0.045
C -0.921 -3.526 4.450 -0.042
C -1.216 -2.183 4.252 -0.054
C -1.188 -1.651 2.972 -0.122
C -0.009 -3.222 -1.226 -0.396
C -0.600 -3.622 -2.424 -0.124
C 0.040 -4.560 -3.219 -0.057
C 1.268 -5.081 -2.828 -0.045
C 1.857 -4.675 -1.638 -0.045
C 1.218 -3.744 -0.829 -0.143
H -2.982 -1.341 -1.709 0.069
H -3.258 -2.747 -0.679 0.083
H -3.590 -1.041 1.294 0.097
H -4.868 -1.297 0.148 0.127
H -4.772 0.994 0.594 0.053
H -4.284 0.822 -1.067 0.071
H -1.946 5.126 0.034 0.115
H -1.673 6.540 -1.962 0.121
H -1.834 5.552 -4.219 0.121
H -2.288 3.139 -4.492 0.119
H -2.552 1.698 -2.518 0.083
H -4.660 1.823 2.427 0.091
H -4.989 1.614 4.829 0.121
H -3.049 1.666 6.366 0.122
H -0.762 1.897 5.452 0.121
H -0.397 2.062 3.053 0.065
H -0.324 -4.468 1.255 0.098
H -0.377 -5.388 3.532 0.121
H -0.938 -3.939 5.450 0.120
H -1.464 -1.549 5.093 0.111
H -1.410 -0.600 2.827 0.066
H -1.553 -3.215 -2.743 0.098
H -0.419 -4.885 -4.143 0.117
H 1.764 -5.812 -3.453 0.118
H 2.815 -5.074 -1.333 0.123
H 1.695 -3.429 0.090 0.093
O 4.605 -0.011 -0.344 -0.251
S 3.794 -1.140 -0.668 0.665
O 3.837 -2.319 0.136 -0.254
N 2.172 -0.615 -0.749 -0.123
C 1.743 -0.701 -1.960 -0.752
S 0.134 -0.123 -2.277 0.671
C 2.662 -1.228 -2.981 -0.218
C 2.462 -1.428 -4.335 0.000
C 3.524 -1.926 -5.081 -0.030
C 4.747 -2.213 -4.482 -0.022
C 4.948 -2.016 -3.117 0.000
C 3.886 -1.523 -2.395 -0.207
H 1.509 -1.210 -4.802 0.119
H 3.402 -2.092 -6.142 0.121
H 5.558 -2.594 -5.087 0.124
H 5.899 -2.239 -2.651 0.136
C 2.671 4.196 1.923 -0.200
Ge 2.466 2.541 0.916 0.789
C 2.716 1.015 2.107 -0.213
C 3.123 2.712 -0.906 -0.206
C 0.428 2.569 0.677 -0.446
H 3.712 4.298 2.235 0.036
H 2.055 4.186 2.823 0.026
H 2.419 5.066 1.317 0.032
H 3.725 0.974 2.515 0.039
H 2.493 0.054 1.653 -0.018
H 2.032 1.187 2.944 0.020
H 4.162 3.030 -0.952 0.038
H 2.504 3.494 -1.353 0.030
H 3.019 1.799 -1.486 -0.009
H 0.091 3.283 -0.079 -0.023
H 0.144 2.987 1.639 -0.032

---

No. 2
47
Properties=species:S:1:pos:R:3:lowdin_charge:R:1 method="wB97M-V/def2-TZVPD" lumo_ha=-0.50153 homo_energy_ev=-16.02 total_charge=+2 energy_ev=-48136.0234
Al 6.801 -18.608 -24.508 1.330
O 4.522 -22.748 -24.190 0.296
C 5.362 -21.774 -24.116 -0.737
O 5.780 -21.262 -25.150 0.224
O 5.857 -21.292 -23.050 0.193
H 4.533 -22.964 -23.254 0.165
C 7.486 -13.294 -23.552 -0.068
C 6.095 -13.499 -23.133 -0.287
O 5.197 -13.490 -24.201 -0.191
P 5.222 -14.625 -25.397 0.573
O 5.393 -16.050 -24.954 -0.293
O 3.823 -14.354 -26.169 -0.145
C 2.578 -13.940 -25.514 -0.189
C 2.453 -12.395 -25.433 -0.038
O 6.369 -14.115 -26.459 -0.184
C 6.436 -12.793 -26.986 -0.241
C 5.685 -12.684 -28.323 -0.037
H 7.835 -13.973 -24.329 0.073
H 7.676 -12.317 -23.997 0.098
H 8.174 -13.497 -22.731 0.094
H 5.939 -14.441 -22.607 0.100
H 5.761 -12.658 -22.525 0.141
H 1.852 -14.516 -26.087 0.129
H 2.475 -14.300 -24.491 0.117
H 1.476 -12.049 -25.096 0.094
H 3.314 -11.990 -24.902 0.069
H 2.584 -11.956 -26.422 0.075
H 5.942 -12.155 -26.253 0.109
H 7.483 -12.493 -27.031 0.133
H 4.725 -12.247 -28.048 0.069
H 6.132 -11.966 -29.010 0.088
H 5.542 -13.625 -28.853 0.091
C 6.669 -15.864 -18.329 -0.034
C 6.569 -16.412 -19.777 -0.193
O 5.195 -16.754 -19.960 0.020
C 4.807 -17.024 -21.246 -0.371
O 5.486 -17.165 -22.316 -0.037
O 3.390 -17.183 -21.258 0.001
C 2.586 -16.996 -20.132 -0.059
H 6.299 -14.843 -18.236 0.082
H 7.718 -15.730 -18.066 0.086
H 6.111 -16.466 -17.612 0.087
H 7.212 -17.259 -20.018 0.127
H 6.893 -15.643 -20.478 0.113
H 1.527 -17.116 -20.359 0.108
H 2.628 -15.956 -19.808 0.109
H 2.777 -17.621 -19.259 0.111

---

No. 3
40
Properties=species:S:1:pos:R:3:lowdin_charge:R:1 method="wB97M-V/def2-TZVPD" lumo_ha="-0.36883 / -0.36836" homo_energy_ev="-15.09 / -15.10" de_lowest_ev=2.144 total_charge=+2 energy_ev=-139451.3525
Mo 0.076 0.006 0.291 1.795
N 0.645 -1.151 -1.560 -0.028
C 1.009 -2.510 -1.046 -0.084
C -0.049 -2.921 -0.040 -0.434
O -0.540 -4.000 0.023 0.198
N -0.507 -1.851 0.833 -0.061
C -1.998 -1.881 1.020 -0.014
C -2.095 -0.551 0.308 -0.517
O -1.699 0.455 1.068 -0.104
O -1.792 -0.413 -0.903 -0.025
H -0.156 -1.226 -2.184 0.125
H 1.424 -0.757 -2.089 0.073
H 1.989 -2.462 -0.575 0.120
H 1.049 -3.242 -1.849 0.154
H -2.289 -1.817 2.063 0.147
H -2.448 -2.725 0.509 0.144
Br -0.180 2.325 -1.073 1.012
C -0.349 3.441 0.470 -0.519
C -0.795 4.722 0.378 -0.049
C -0.834 5.471 1.576 -0.008
C -0.446 4.922 2.773 0.030
C 0.001 3.584 2.845 -0.124
C 0.393 2.946 4.059 0.043
C 0.809 1.644 4.083 -0.007
C 0.901 0.896 2.880 -0.048
C 0.460 1.495 1.724 -0.237
C 0.041 2.828 1.658 -0.244
H -1.100 5.163 -0.562 0.130
H -1.174 6.496 1.535 0.131
H -0.487 5.513 3.678 0.137
H 0.373 3.521 4.976 0.139
H 1.107 1.175 5.011 0.131
H 1.291 -0.115 2.918 0.113
Cl 5.709 0.540 0.611 0.767
C 4.081 0.581 0.043 -1.521
Cl 3.930 -0.212 -1.544 0.709
Cl 3.464 2.234 -0.031 0.692
C 3.188 -0.224 0.993 -0.609
O 3.489 -0.862 1.925 0.217
O 1.848 -0.269 0.512 -0.374

---

Number 1: strongest force on any atom 1.88 eV/A. Number 2: strongest force on any atom 4.23 eV/A. Number 3: strongest force on any atom 0.65 eV/A.